{
  "formula": "C6H12O",
  "method": "wB97M-V/def2-TZVPD",
  "relative_energy_kcal_mol": 124.34,
  "homo_lumo_gap_ev": 9.02,
  "energy_ha": -310.86113,
  "lumo_ev": 0.7,
  "homo_ha": -0.3072,
  "largest_force_ev_per_a": 0.30,
  "elements": ["C", "C", "O", "C", "C", "C", "C", "H", "H", "H", "H", "H", "H", "H", "H", "H", "H", "H", "H"],
  "coordinates": [[-1.773, 0.530, 1.517], [-0.411, 0.245, 0.905], [0.455, -0.161, 1.958], [-0.483, -0.813, -0.174], [-0.599, -0.405, -1.617], [0.598, -1.171, -1.156], [2.113, 0.390, -0.897], [-2.461, 0.926, 0.763], [-1.674, 1.262, 2.323], [-2.198, -0.387, 1.938], [-0.027, 1.174, 0.456], [1.055, -0.828, 1.601], [-1.028, -1.703, 0.151], [-0.542, 0.665, -1.807], [-1.270, -0.931, -2.295], [1.766, -0.812, -1.192], [1.615, 1.179, -1.451], [3.127, 0.236, -1.276], [2.117, 0.561, 0.177]],
  "nbo_charge": [-0.615, 0.104, -0.724, -0.340, -0.491, -0.120, -0.687, 0.211, 0.219, 0.210, 0.155, 0.473, 0.231, 0.218, 0.229, 0.250, 0.220, 0.232, 0.225]
}